# 1
85
Properties=species:S:1:pos:R:3 method="wB97M-V/def2-TZVPD" de_lowest_kj_mol=99.5 e_homo_ev=-0.808 total_charge=-2
Sn 1.44065 -0.17301 0.01046
O 2.08125 3.62959 -2.12014
C 1.72675 2.52069 -1.71824
N 2.48575 1.56699 -1.17544
C 3.86405 1.60049 -1.17494
C 4.60475 2.33389 -2.09904
C 5.98715 2.31349 -2.09514
C 6.66065 1.52419 -1.18174
C 5.94435 0.76609 -0.27074
C 4.55305 0.80229 -0.22194
N 3.78245 0.12009 0.71076
C 4.26995 -0.20441 1.90166
O 5.42585 -0.06321 2.33616
C 3.26805 -0.76641 2.87596
C 3.71225 -1.02231 4.17676
C 2.83085 -1.51181 5.11426
C 1.51795 -1.75131 4.72466
C 1.16715 -1.47751 3.41496
N 2.00805 -0.98801 2.52436
C 0.20245 2.15839 -1.74344
C -0.43985 2.83659 -2.92094
C -0.81695 2.13989 -4.00354
C -0.71975 0.71929 -4.01544
C -0.32265 0.11009 -2.85604
N 0.03755 0.72059 -1.73944
H 4.07505 2.94109 -2.81554
H 6.53685 2.91019 -2.81464
H 7.74525 1.49799 -1.17104
H 6.47165 0.14159 0.43086
H 4.74675 -0.82571 4.40916
H 3.15095 -1.72031 6.12656
H 0.78965 -2.13091 5.42846
H 0.16485 -1.65801 3.05116
H -0.52255 3.91379 -2.86514
H -1.24675 2.64589 -4.86464
H -1.00035 0.14689 -4.88934
H -0.31735 -0.97281 -2.77744
C -2.84665 -4.39091 -1.80424
C -2.39675 -2.93941 -1.98864
C -3.05445 -1.97691 -1.03624
C -4.35685 -1.58291 -1.29624
C -4.98925 -0.62871 -0.52204
C -4.28985 -0.03371 0.51136
C -2.98875 -0.40431 0.80226
C -2.27765 0.23869 1.95606
C -2.71415 -0.38171 3.28226
C -2.35545 -1.40831 0.04826
N -1.04445 -1.74021 0.28896
C -0.66345 -2.94441 0.52796
C 0.66905 -3.39191 0.50846
C 1.13415 -4.65721 0.90736
C 2.49855 -4.66141 0.67886
C 2.80115 -3.40721 0.14446
N 1.71645 -2.65021 0.03496
H -2.31495 -5.02841 -2.51044
H -3.91915 -4.49281 -1.97684
H -2.62605 -4.73861 -0.79634
H -2.64295 -2.62471 -3.00894
H -1.31555 -2.87751 -1.85554
H -4.87315 -2.02681 -2.13884
H -6.01185 -0.34781 -0.73004
H -4.76745 0.73219 1.10646
H -2.49835 1.30719 1.96806
H -1.20125 0.10159 1.83096
H -3.77695 -0.20871 3.45646
H -2.14855 0.04889 4.10656
H -2.54345 -1.45771 3.26916
H -1.40385 -3.71631 0.79376
H 0.53925 -5.45641 1.31906
H 3.19195 -5.46211 0.87566
H 3.76585 -3.03721 -0.15564
Cl -5.86075 5.06129 -0.36084
C -4.26255 4.37219 -0.38384
C -4.03385 3.19379 -1.06924
C -2.76295 2.64039 -1.06584
C -1.71485 3.27109 -0.39234
C -0.32735 2.73439 -0.39004
C -1.98345 4.45339 0.28936
C -3.24795 5.01409 0.30426
H -4.84305 2.70189 -1.58914
H -2.58375 1.70829 -1.57624
H 0.35195 3.52189 -0.05944
H -0.26235 1.90479 0.31946
H -1.18695 4.94379 0.83246
H -3.44295 5.93039 0.84196

---

# 2
11
Properties=species:S:1:pos:R:3 method="wB97M-V/def2-TZVPD" smiles="N=c1nnccnn1" de_lowest_kj_mol=305.4 e_homo_ev=-9.739
C 0.09063 0.97938 0.85738
C 0.61443 -1.23224 -0.55131
C -0.52766 -0.74012 -1.09611
H -1.27410 1.20832 2.14238
H 0.90123 -2.26254 -0.67275
H -1.10862 -1.27633 -1.80963
N -0.24632 1.02847 2.07595
N 1.44473 0.67639 0.49904
N 1.63526 -0.42116 -0.05559
N -0.85418 0.62335 -1.15443
N -0.67540 1.41649 -0.23493

---

# 3
18
Properties=species:S:1:pos:R:3 method="wB97M-V/def2-TZVPD" de_lowest_kj_mol=770.1 e_homo_ev=-13.722 total_charge=+1
C 0.99451 -0.78979 1.61709
C 0.46116 0.01677 0.46574
C 1.08928 0.37998 -0.69633
C 2.53721 0.14481 -0.91417
O -1.35718 0.71885 -1.48195
N -3.37429 0.24142 0.54654
H 1.43165 -0.09779 2.33621
H 0.18874 -1.35965 2.06166
H 1.74922 -1.50504 1.30151
H -0.58157 0.31317 0.60839
H 0.40492 0.56688 -1.53786
H 3.01971 -0.25036 -0.00715
H 2.69844 -0.61746 -1.68816
H 3.09178 1.03994 -1.22878
H -1.85774 0.83483 -2.31232
H -2.72290 0.25227 -0.24662
H -4.17971 0.84161 0.43718
H -3.59324 -0.73043 0.73901

---

# 4
75
Properties=species:S:1:pos:R:3 method="wB97M-V/def2-TZVPD" smiles=CC(C)O.CC(C)O.CC(C)O.CCO.CCO.CCO.CCO.O de_lowest_kj_mol=91.0 e_homo_ev=-9.273
C 0.82769 -0.52289 -3.64826
C 1.04259 -1.96997 -4.06368
O -0.10750 -2.75061 -3.72575
H -0.12386 -0.07078 -3.93021
H 1.60987 0.10661 -4.08460
H 0.84794 -0.41220 -2.55847
H 1.94176 -2.43574 -3.65687
H 1.15823 -1.96797 -5.15339
H -0.51053 -2.29616 -2.97137
C 2.61769 3.01809 -2.18260
C 1.72677 4.25238 -2.01123
O 2.38483 5.44521 -2.43173
H 3.26938 2.87923 -1.31949
H 3.19976 3.04447 -3.09926
H 1.91330 2.18101 -2.19069
H 1.38273 4.25818 -0.96952
H 0.81592 4.12883 -2.60613
H 1.77935 5.89990 -3.01970
C 2.08084 1.20945 2.49707
C 3.22147 0.30608 2.05478
O 3.30323 0.26062 0.62057
H 2.24791 2.22126 2.12415
H 1.92698 1.27184 3.57385
H 1.15506 0.81507 2.07376
H 3.12423 -0.72407 2.39180
H 4.15599 0.70706 2.45794
H 3.84961 1.00844 0.36143
C -1.72274 4.65915 1.68761
C -1.86801 3.35660 0.94614
O -1.25314 2.27218 1.65662
H -2.26819 5.47536 1.21465
H -0.66523 4.87266 1.86343
H -2.14520 4.63070 2.70059
H -1.50465 3.34044 -0.08162
H -2.94215 3.16409 0.78763
H -1.65099 2.32473 2.53461
O -0.25381 0.70870 -0.40547
H -0.55040 1.09745 0.43914
H 0.70300 0.83332 -0.40499
C -2.68483 -1.21932 4.66166
C -1.18629 -1.00880 4.55377
C -0.63217 -1.28585 3.18411
O -0.91469 0.39538 4.82573
H -3.19553 -0.80536 3.78888
H -3.16037 -0.79475 5.54618
H -2.95060 -2.28239 4.69868
H -0.65574 -1.62812 5.28229
H -0.95586 -2.28969 2.85784
H 0.43333 -1.52857 3.22993
H -0.92125 -0.59435 2.39927
H -0.68733 0.50459 5.75291
C 0.74070 -2.51453 0.23774
C 2.16864 -3.04475 0.27312
C 2.29612 -4.48652 -0.22417
O 2.96875 -2.23087 -0.56798
H -0.01700 -3.08457 0.77739
H 0.43575 -2.49050 -0.80844
H 0.78959 -1.50264 0.64545
H 2.60085 -3.03978 1.28646
H 1.68798 -5.16826 0.36798
H 3.35513 -4.72647 -0.28572
H 1.88699 -4.53916 -1.23918
H 2.94825 -1.33247 -0.18676
C -3.28935 -0.02498 -2.43887
C -3.21673 -1.46976 -1.96471
C -3.75218 -2.44848 -2.98739
O -1.89173 -1.85906 -1.65321
H -4.20886 0.16700 -3.00070
H -2.47544 0.17493 -3.14112
H -3.24448 0.73627 -1.65910
H -3.84337 -1.55770 -1.06449
H -3.64525 -3.47613 -2.63214
H -3.14262 -2.45797 -3.89730
H -4.79050 -2.24633 -3.24141
H -1.56963 -1.43870 -0.84737

---

# 5
46
Properties=species:S:1:pos:R:3 method="wB97M-V/def2-TZVPD" de_lowest_kj_mol=328.6 e_homo_ev="-2.354 / -2.411" total_charge=-1 spin_multiplicity=2
Ir 0.74947 0.99521 -1.72725
N -2.38658 0.18299 -4.78082
C -1.57440 0.41348 -3.68751
S 0.13353 0.26809 -3.97866
N -2.19840 0.68121 -2.58129
N -1.48118 0.89123 -1.46122
C -2.18880 0.83908 -0.38510
C -1.78734 0.90256 1.00019
C -2.77395 0.52056 1.93263
C -2.54470 0.43038 3.28601
C -1.27975 0.70899 3.78938
C -0.29283 1.12074 2.91597
C -0.54218 1.25831 1.55802
O 0.46264 1.70022 0.72057
H -1.96519 0.39906 -5.66848
H -3.32907 0.52292 -4.65375
H -3.24381 0.61510 -0.54716
H -3.75463 0.27884 1.54015
H -3.34144 0.12173 3.95111
H -1.06610 0.61827 4.84591
H 0.69337 1.36114 3.29164
Cl 3.09149 0.98208 -0.14298
C 2.72578 2.35323 0.82150
C 1.38350 2.61100 1.13207
C 1.07289 3.83022 1.74385
Cl -0.56794 4.33108 1.88439
C 2.08188 4.69622 2.15162
Cl 1.68104 6.17778 2.92570
C 3.41859 4.38626 1.91172
Cl 4.66213 5.44787 2.44151
C 3.73153 3.22454 1.21281
Cl 5.37025 2.86883 0.83773
N 0.59933 -0.92886 -0.82639
C 0.57802 -2.07467 -0.96057
C 0.46788 -3.47998 -1.05757
C -0.50316 -4.03182 -1.90585
C -0.68256 -5.40005 -1.94866
C 0.09108 -6.23794 -1.15446
C 1.07140 -5.69585 -0.33239
C 1.26895 -4.32960 -0.28393
H -1.09604 -3.36911 -2.52327
H -1.43062 -5.82030 -2.60858
H -0.06897 -7.30794 -1.17646
H 1.68506 -6.34752 0.27641
H 2.03246 -3.90311 0.35274
S 1.04736 3.18753 -2.13128

---

# 6
15
Properties=species:S:1:pos:R:3 method="wB97M-V/def2-TZVPD" smiles="OC=C=CCCO" de_lowest_kj_mol=224.1 e_homo_ev=-9.146
O 1.35952 0.63909 1.36665
C 1.05535 1.21482 0.11181
C 0.96116 0.17020 -0.99910
C -0.25166 -0.72947 -0.90257
O -1.50444 -1.16788 2.27795
C -1.16694 -0.60986 0.02572
C -1.85428 -0.49266 1.13214
H 0.56244 0.20371 1.69608
H 1.87770 1.90354 -0.11323
H 0.11920 1.79749 0.15111
H 1.86121 -0.45763 -0.96805
H 0.96673 0.66200 -1.98043
H -0.35372 -1.52091 -1.64205
H -0.84246 -1.81635 2.01865
H -2.72721 0.13228 1.26805

---

# 7
14
Properties=species:S:1:pos:R:3 method="wB97M-V/def2-TZVPD" smiles="O=C1CC=CCN1" de_lowest_kj_mol=44.3 e_homo_ev=-9.291
O 1.31483 2.18646 -0.59706
C 0.77698 1.18863 -0.16051
C 1.48010 -0.12187 0.09458
C 0.57247 -1.29275 -0.17778
C -0.75355 -1.18213 -0.19744
C -1.46288 0.10995 0.08136
N -0.50772 1.16673 0.33270
H 1.73758 -0.09331 1.16550
H 2.41658 -0.15658 -0.46246
H 1.04202 -2.25470 -0.36204
H -1.38180 -2.03829 -0.42858
H -2.12222 0.00378 0.95262
H -2.11898 0.36348 -0.77003
H -0.82671 2.03347 0.70107

---

# 8
14
Properties=species:S:1:pos:R:3 method="wB97M-V/def2-TZVPD" smiles=OCC[C@H]1CO1 de_lowest_kj_mol=220.9 e_homo_ev=-10.099
O 1.21521 1.10612 0.74442
C 1.47680 -0.22770 0.36375
C 0.31533 -1.00079 -0.32357
C -0.94606 -0.23478 -0.66313
C -1.54496 0.78448 0.19638
O -0.85350 1.14777 -1.00680
H 0.82318 1.54637 -0.02681
H 2.35538 -0.26194 -0.29574
H 1.75279 -0.74448 1.28681
H 0.69335 -1.44652 -1.25180
H 0.00220 -1.84475 0.30435
H -1.62518 -0.78643 -1.31721
H -1.02582 1.06655 1.10818
H -2.62025 0.94817 0.17101

---

# 9
18
Properties=species:S:1:pos:R:3 method="wB97M-V/def2-TZVPD" smiles="C=CC/C(C)=C/N" de_lowest_kj_mol=253.3 e_homo_ev=-8.634
C 0.68915 1.53514 -0.77729
C 0.53919 0.05321 -0.44563
C 1.30731 -0.62745 0.38752
N 2.63954 -0.20361 0.84894
C -0.87475 -0.50101 -0.79185
C -2.04729 -0.23905 0.15094
C -2.23397 -0.85767 1.30395
H 0.11667 2.22112 -0.13746
H 1.68560 1.92096 -0.69783
H 0.49972 1.87186 -1.75699
H 1.10878 -1.68937 0.37871
H 2.84524 0.77891 0.51540
H 3.16172 -0.80407 0.24432
H -0.69685 -1.49940 -0.83062
H -1.11849 -0.29605 -1.83604
H -2.87160 0.37974 -0.20337
H -3.28669 -0.89094 1.63020
H -1.46328 -1.15231 2.01710

---

# 10
67
Properties=species:S:1:pos:R:3 method="wB97M-V/def2-TZVPD" e_homo_ev=-9.439 total_charge=+1
O 1.11838 1.71271 -1.73370
C 0.12528 1.88984 -2.60830
N -0.96530 2.33306 -3.36441
C -2.04016 1.31044 -3.07132
Br -1.49349 -0.40575 -2.11452
O -2.83944 0.74514 -4.18527
C -3.92858 0.00113 -3.46911
O -4.82738 -0.87092 -3.96156
O -3.94931 0.41148 -2.02591
C -3.33887 1.76888 -2.12382
C -4.26239 3.02918 -2.61661
C -5.87898 2.76740 -2.58857
C -6.47390 2.21166 -1.16597
C -7.30468 0.80881 -1.54058
C -8.70194 0.97143 -2.42671
C -9.47695 -0.42215 -2.82178
C -8.98079 -1.94476 -2.41219
C -7.59809 -2.10188 -1.49090
C -6.83039 -0.69737 -1.10024
H -3.08079 2.00125 -0.99317
H -4.05080 4.02494 -1.99940
H -3.91079 3.28676 -3.72777
H -6.43945 3.79994 -2.80020
H -6.18799 2.06004 -3.49131
H -7.31198 2.93858 -0.72575
H -5.66923 1.99901 -0.34209
H -9.12644 2.02611 -2.75737
H -10.47776 -0.32570 -3.45231
H -9.52548 -2.93857 -2.72690
H -7.15431 -3.13196 -1.14616
H -5.81869 -0.77581 -0.47355
C 6.41205 -3.39505 2.60312
C 6.32515 -2.31593 3.67162
C 4.95136 -1.64482 3.80927
C 4.13470 -1.36467 2.54355
N 4.51510 -0.18183 1.62206
C 3.70834 1.08486 1.95887
C 4.44591 1.70534 3.12816
C 5.91070 1.35620 2.91640
C 5.94900 0.35367 1.77277
C 4.31397 -0.59468 0.13971
C 2.86163 -0.77884 -0.31475
C 2.13883 -2.01611 0.19424
H 6.22635 -2.99326 1.60330
H 7.41569 -3.83304 2.59342
H 5.69484 -4.19847 2.79662
H 7.10588 -1.56957 3.50307
H 6.57699 -2.77023 4.63866
H 5.03403 -0.76083 4.44460
H 4.34077 -2.34490 4.39951
H 3.09909 -1.18381 2.85152
H 4.12503 -2.26834 1.92982
H 3.75264 1.74519 1.08435
H 2.66839 0.82490 2.17543
H 4.08453 1.28495 4.07273
H 4.28538 2.78693 3.17929
H 6.35317 0.94780 3.83076
H 6.49579 2.24629 2.66076
H 6.65455 -0.46801 1.86375
H 6.20078 0.89618 0.85244
H 4.91202 -1.49824 -0.02551
H 4.74809 0.20612 -0.47072
H 2.88778 -0.85810 -1.41057
H 2.26281 0.11125 -0.09822
H 2.76335 -2.90904 0.11205
H 1.23448 -2.18756 -0.40264
H 1.81158 -1.89726 1.22802

---

# 11
59
Properties=species:S:1:pos:R:3 method="wB97M-V/def2-TZVPD" e_homo_ev="-8.224 / -8.224" spin_multiplicity=2
C 0.34513 1.58607 -9.91055
Cl -1.26890 0.87922 -10.41395
Cl 1.71324 0.92569 -10.83949
Cl 0.48908 1.16737 -8.17058
H 0.34736 2.64110 -10.18446
C 1.20469 -0.85536 -2.89329
Cl -0.44051 -0.24548 -2.74061
Cl 1.43854 -2.32904 -1.85888
Cl 2.35243 0.32342 -2.45179
H 1.47125 -1.04762 -3.93256
C -1.95674 4.67442 5.22836
C -1.35666 3.21704 4.91113
C -2.19052 2.83938 3.60177
C -1.55202 1.56548 3.03437
C -0.11764 1.93644 2.60703
C 0.77478 2.36736 3.78204
N 0.07100 3.37011 4.61147
O 0.94420 4.11692 5.53459
C 1.15308 1.06667 4.63687
C 2.01105 2.97799 3.06311
C -1.74999 2.26300 6.05321
H -1.47790 5.06678 6.12549
H -3.04564 4.67368 5.27737
H -1.54892 5.36586 4.49100
H -3.23273 2.62259 3.83608
H -2.30005 3.66203 2.89512
H -2.06279 1.39138 2.08732
H -1.64410 0.72839 3.72641
H -0.10349 2.70734 1.83656
H 0.36783 1.06813 2.16155
H 1.70051 1.37414 5.52786
H 0.30888 0.43097 4.90391
H 1.91112 0.58223 4.02142
H 2.90498 2.87976 3.67902
H 2.18386 2.34321 2.19404
H 2.00024 4.03047 2.77980
H -1.03421 2.18816 6.87184
H -1.97785 1.21792 5.84347
H -2.66271 2.61905 6.53099
N 5.52209 -1.53118 -6.07830
C 4.84491 -2.09367 -7.12343
C 4.43806 -3.35864 -6.73157
C 4.80194 -3.53793 -5.42353
C 5.47636 -2.46789 -5.06650
H 5.90932 -0.61516 -5.90207
H 4.69825 -1.65491 -8.09932
H 3.76282 -3.98004 -7.30105
H 4.56313 -4.33268 -4.73234
H 5.94009 -2.11854 -4.15584
N -4.37642 -6.47445 0.18886
C -4.40435 -5.64818 1.26280
C -4.33655 -4.29047 0.91945
C -4.28100 -4.31532 -0.53367
C -4.38291 -5.62722 -0.92455
H -4.44414 -7.48171 0.21976
H -4.55531 -5.99834 2.27325
H -4.45527 -3.49109 1.63590
H -4.27421 -3.32593 -0.96664
H -4.41670 -6.04890 -1.91825